This record from the OMol25 dataset describes the molecule C3H2FOP at a distorted geometry. The level of theory is ωB97M-V with the def2-TZVPD basis set.

```
8
Properties=species:S:1:pos:R:3:forces:R:3:nbo_charge:R:1
C -0.9286 -0.6832 0.7099 -1.49 -1.00 -0.60 -0.17
C -0.0792 0.1336 0.6230 2.78 1.56 0.94 -0.37
P 1.4636 1.0753 0.5043 -1.19 -0.96 -1.36 0.52
C 2.5943 -0.3711 0.1754 0.95 -0.12 0.40 0.62
O 2.5884 -1.5124 0.4461 -0.13 0.18 -0.12 -0.50
F 3.6741 0.1763 -0.5269 -0.63 -0.26 0.36 -0.38
H -1.6692 -1.3494 0.3830 -0.66 -0.59 0.37 0.24
H 1.2281 0.8185 -0.8918 0.36 1.20 0.01 0.03
```
Forces are in eV/Å.

Results
Orbital gap: 11.138 eV
Energy: -631.8779 a.u.
Molecular weight: 104.0 g/mol



This record from the OMol25 dataset describes a cluster of 2 separate species, C4H2F2 in total at a distorted geometry. The level of theory is ωB97M-V with the def2-TZVPD basis set.

```
8
Properties=species:S:1:pos:R:3:forces:R:3:nbo_charge:R:1
C -1.9103 1.8257 1.7850 -0.42 3.90 6.00 0.10
C -1.8785 1.1992 0.8154 0.47 -3.85 -5.90 -0.15
C 0.3095 0.0961 -0.6129 -0.28 1.55 -0.32 -0.50
C 0.9120 -1.0141 -0.2579 0.18 -0.45 -0.92 0.74
F 2.0862 -1.4852 -0.7905 -1.77 0.74 1.05 -0.31
F 0.3496 -1.8772 0.5396 0.46 -0.75 0.47 -0.29
H -0.7412 0.5271 -0.1699 1.94 -1.12 -0.69 0.19
H 0.8728 0.7283 -1.3088 -0.58 -0.02 0.32 0.24
```
Forces are in eV/Å.

Results
Orbital gap (alpha / beta): 7.446 / 7.110 eV
Energy: -352.9810 a.u.
Molecular weight: 88.1 g/mol



Which relative energy (zero: lowest compared OMol25 entry of this formula, charge and spin) belongs to each record? In order, 43.7; 734.5 kJ/mol.